# C27H22N2O6

The molecule C27H22N2O6 in a non-equilibrium geometry (ωB97M-V/def2-TZVPD, OMol25).

Each line ends with the Mulliken charge.
Element x y z (Å)
C 4.2251 2.6367 -1.6903  -0.882
O 3.2702 2.8678 -2.7055  -0.483
C 2.0279 2.3548 -2.6657  0.794
C 1.3812 2.3070 -3.9210  0.360
O 2.0367 2.8179 -5.0289  -0.452
C 3.1850 2.2182 -5.4217  0.803
C 3.8326 3.0127 -6.5188  -1.150
O 3.5946 1.1943 -4.9544  -0.535
C 0.1193 1.7705 -4.0641  -0.835
C -0.5502 1.2683 -2.9638  -0.952
C 0.0288 1.3173 -1.7021  0.725
C -0.7426 0.8625 -0.5530  -0.878
C -0.8719 1.5167 0.6067  -0.564
C -1.6488 0.9852 1.7138  0.783
C -1.8126 1.7410 2.9006  -0.770
C -2.4756 1.1828 3.9554  -0.816
C -2.9683 -0.1365 3.8527  1.139
C -3.5863 -0.8206 4.9147  -0.909
C -3.9819 -2.1192 4.7503  -0.689
C -3.8022 -2.7826 3.5292  -0.526
C -3.2364 -2.1409 2.4534  0.235
O -3.0963 -2.6902 1.2149  -0.406
C -2.5390 -3.9889 1.1308  -0.933
C -1.0849 -4.0030 1.5417  0.561
C -0.5279 -5.1086 2.1680  -0.710
C 0.8084 -5.1027 2.5293  -0.518
C 1.5935 -3.9903 2.2766  -0.542
C 1.0405 -2.8816 1.6575  -0.555
C -0.2919 -2.8910 1.2875  0.155
C -2.7848 -0.7956 2.6060  0.303
N -2.1480 -0.2231 1.5786  -0.226
C 1.3217 1.8559 -1.5664  0.166
N 1.8926 1.8621 -0.2382  1.032
O 2.1929 2.9399 0.2324  -0.582
O 2.0229 0.7994 0.3249  -0.562
H 5.1890 2.8393 -2.1557  0.316
H 4.0803 3.3110 -0.8412  0.328
H 4.2064 1.5980 -1.3514  0.333
H 3.0770 3.4072 -7.1917  0.331
H 4.5408 2.3888 -7.0552  0.337
H 4.3622 3.8502 -6.0685  0.256
H -0.3247 1.7422 -5.0465  0.447
H -1.5391 0.8530 -3.0720  0.514
H -1.3056 -0.0517 -0.6818  0.570
H -0.4016 2.4763 0.7772  0.367
H -1.4048 2.7390 2.9587  0.415
H -2.6162 1.7271 4.8794  0.417
H -3.7245 -0.3125 5.8580  0.385
H -4.4441 -2.6534 5.5674  0.392
H -4.1297 -3.8077 3.4416  0.341
H -2.6311 -4.2570 0.0723  0.291
H -3.1099 -4.7191 1.7182  0.387
H -1.1394 -5.9768 2.3723  0.351
H 1.2358 -5.9679 3.0152  0.370
H 2.6344 -3.9881 2.5650  0.401
H 1.6414 -2.0067 1.4583  0.487
H -0.7319 -2.0246 0.8176  0.381

Its spin multiplicity is 1. The calculated total energy is -1602.92095 a.u. Its HOMO-LUMO gap is 0.2834 Eh. The energy above the lowest of the compared OMol25 structures with the same formula, charge and spin is 146.8 kcal/mol. The SMILES is COc1c(OC(C)=O)ccc(/C=C/c2ccc3cccc(OCc4ccccc4)c3n2)c1[N+](=O)[O-].